# C17H31N8O5S3

A 3-piece molecular cluster, C17H31N8O5S3 overall (wB97M-V/def2-TZVPD, the OMol25 dataset).

Computed properties:
orbital gap: 7.3 eV
net charge: +1
HOMO energy: -11.56 eV

Geometry as XYZ:
```
64
Properties=species:S:1:pos:R:3:forces:R:3:lowdin_charge:R:1
O -0.245 2.803 1.012 0.323 -0.154 -0.257 0.06
C 0.822 2.907 0.456 -0.345 0.130 0.156 -0.36
O 0.999 3.044 -0.861 0.205 -0.552 0.259 -0.01
C -0.073 2.568 -1.691 -0.296 0.267 -0.130 -0.15
C -0.386 1.095 -1.444 -0.247 -0.158 -0.058 -0.16
C -0.939 0.384 -2.704 0.256 0.429 0.424 -0.14
C -2.263 -0.328 -2.478 0.125 0.014 -0.561 -0.09
N -2.196 -1.796 -2.088 -0.048 0.583 0.495 -0.22
C -3.601 -2.328 -2.048 -0.414 -0.262 -0.273 -0.08
C -4.520 -1.715 -0.982 -0.057 -0.507 0.293 -0.20
O -4.789 -2.732 -0.026 0.243 0.080 -0.031 -0.04
C -1.566 -1.963 -0.713 0.250 0.171 0.173 -0.08
C -0.059 -2.185 -0.704 0.159 -0.328 0.101 -0.22
C 0.458 -1.795 0.682 -0.519 -0.031 -0.103 -0.49
S 2.031 -2.561 1.079 0.145 -0.107 0.219 0.93
C 3.096 -1.479 0.131 -0.087 0.077 -0.102 -1.03
S 3.236 0.098 0.478 -0.061 0.123 -0.135 0.74
N 3.765 -2.093 -0.904 -0.008 -0.075 0.156 -0.14
C 4.575 -1.484 -1.859 0.155 0.335 0.038 -0.08
C 4.987 -2.469 -2.671 0.235 0.055 -0.336 -0.12
N 4.484 -3.699 -2.270 0.076 -0.021 -0.150 0.09
C 3.770 -3.449 -1.231 -0.187 -0.234 0.071 -0.18
N -1.441 -2.446 -3.117 0.014 -0.232 -0.152 0.10
C -1.354 -3.676 -3.108 -0.308 -0.161 0.268 -0.73
S -1.265 -5.210 -3.118 0.174 0.164 -0.152 0.94
H 1.782 2.888 0.985 0.042 0.258 -0.109 0.14
H -0.961 3.179 -1.523 0.012 0.023 -0.008 0.14
H 0.262 2.735 -2.713 0.167 0.006 0.057 0.13
H 0.515 0.602 -1.074 0.041 0.000 -0.043 0.09
H -1.139 1.041 -0.656 0.163 -0.003 0.165 0.10
H -0.174 -0.262 -3.131 -0.160 -0.140 -0.165 0.12
H -1.145 1.144 -3.460 -0.042 -0.073 -0.058 0.12
H -2.816 0.186 -1.697 -0.123 -0.129 0.038 0.13
H -2.858 -0.317 -3.390 0.030 -0.103 -0.005 0.14
H -3.547 -3.394 -1.830 0.133 0.022 0.010 0.13
H -4.007 -2.225 -3.053 0.120 0.187 -0.011 0.14
H -4.093 -0.848 -0.482 -0.015 0.156 -0.179 0.12
H -5.454 -1.433 -1.469 0.025 0.167 0.031 0.13
H -4.720 -2.377 0.866 -0.122 0.010 0.029 0.11
H -2.061 -2.795 -0.213 -0.051 -0.054 -0.177 0.15
H -1.828 -1.066 -0.152 0.005 0.032 -0.074 0.13
H 0.487 -1.667 -1.491 -0.144 0.213 0.003 0.11
H 0.144 -3.247 -0.859 -0.005 0.023 -0.027 0.10
H 0.515 -0.712 0.793 0.102 -0.008 0.139 0.05
H -0.258 -2.153 1.428 0.207 0.018 0.205 0.08
H 4.794 -0.431 -1.876 -0.148 -0.006 0.179 0.10
H 5.621 -2.347 -3.533 0.008 -0.200 -0.016 0.11
H 3.227 -4.180 -0.659 -0.025 0.053 0.069 0.10
C 1.579 6.566 3.557 -0.121 -0.029 0.002 -0.68
O 1.978 7.532 4.171 0.033 -0.005 0.001 0.04
N 1.701 6.453 2.196 0.068 -0.033 -0.035 0.15
N 0.964 5.503 4.172 0.115 -0.040 -0.007 0.15
H 1.369 5.664 1.676 -0.070 0.022 0.006 0.07
H 2.122 7.219 1.704 0.010 0.022 0.029 0.10
H 0.848 5.557 5.166 -0.019 0.021 0.002 0.10
H 0.603 4.711 3.676 -0.077 0.037 -0.020 0.08
C -0.556 -0.349 3.951 0.132 0.159 -0.026 -0.69
O -1.573 -0.872 3.512 0.019 -0.074 -0.215 0.00
N -0.101 0.856 3.492 -0.055 -0.158 -0.037 0.16
N 0.209 -0.933 4.916 -0.044 -0.082 -0.050 0.16
H 0.736 1.288 3.836 0.005 0.000 0.024 0.10
H -0.635 1.330 2.786 0.029 0.072 0.014 0.07
H -0.098 -1.816 5.277 -0.019 0.012 0.028 0.11
H 1.046 -0.521 5.281 -0.013 0.023 0.014 0.10
```
Positions in Å, forces in eV/Å.